Density functional theory data (the ωB97M-V functional and the def2-TZVPD basis) for one molecule with the formula C26H36N6O3 in a non-equilibrium geometry.

As for the HOMO energy: -8.2 eV. As for the SMILES: CCOC(=O)Cn1nnnc1[C@H](C(C)C)N(Cc1cc2c(C)cc(C)cc2[nH]c1=O)C1CCCC1. The net charge is 0. The HOMO-LUMO gap comes out at 8.52 eV. For the electronic energy, the calculation gives -1566.639776 Eh.

CARTESIAN COORDINATES (ANGSTROEM)
C: -4.471 -2.402 -1.390
C: -3.471 -3.384 -0.799
H: -3.022 -4.006 -1.576
H: -3.956 -4.014 -0.046
O: -2.368 -2.706 -0.191
C: -2.505 -2.319 1.077
O: -3.488 -2.488 1.745
C: -1.245 -1.633 1.587
N: -0.199 -1.600 0.618
C: -0.048 -0.817 -0.479
N: 1.067 -1.185 -1.071
N: 1.581 -2.164 -0.341
N: 0.849 -2.424 0.660
C: -1.000 0.273 -0.856
N: -1.071 1.171 0.291
C: -2.323 1.852 0.601
H: -2.380 2.816 0.065
C: -3.602 1.067 0.288
H: -3.460 0.008 0.502
C: -4.614 1.619 1.285
C: -3.802 1.660 2.575
H: -3.749 0.656 2.999
C: -2.412 2.128 2.127
H: -2.289 3.193 2.326
H: -1.622 1.592 2.653
H: -4.237 2.321 3.323
H: -4.920 2.626 0.993
H: -5.503 0.995 1.364
H: -3.926 1.184 -0.746
C: 0.081 2.048 0.463
C: 1.345 1.284 0.739
C: 2.416 1.314 -0.087
C: 3.596 0.554 0.163
C: 3.626 -0.226 1.333
C: 4.734 -1.016 1.637
C: 5.816 -1.045 0.785
C: 5.783 -0.274 -0.382
C: 4.703 0.515 -0.710
C: 4.698 1.303 -1.983
H: 3.881 0.972 -2.623
H: 5.633 1.165 -2.519
H: 4.568 2.366 -1.783
H: 6.633 -0.310 -1.048
C: 7.013 -1.895 1.077
H: 7.078 -2.704 0.350
H: 7.926 -1.307 1.002
H: 6.953 -2.329 2.071
H: 4.728 -1.610 2.539
N: 2.546 -0.194 2.173
C: 1.382 0.505 1.969
O: 0.479 0.441 2.793
H: 2.574 -0.767 3.008
H: 2.372 1.912 -0.985
H: -0.124 2.671 1.336
H: 0.239 2.712 -0.400
H: -1.984 -0.194 -0.961
C: -0.622 0.858 -2.239
C: -1.502 2.044 -2.625
H: -1.379 2.883 -1.946
H: -1.241 2.383 -3.625
H: -2.551 1.755 -2.629
C: -0.757 -0.230 -3.304
H: -0.088 -1.058 -3.093
H: -1.779 -0.602 -3.344
H: -0.503 0.173 -4.282
H: 0.424 1.171 -2.207
H: -1.476 -0.608 1.898
H: -0.882 -2.181 2.461
H: -5.255 -2.950 -1.903
H: -4.920 -1.802 -0.602
H: -3.978 -1.744 -2.103